Entry 1:
86
Properties=species:S:1:pos:R:3:mulliken_charge:R:1 method="wB97M-V/def2-TZVPD" spin_multiplicity=2 homo_lumo_gap_ev="4.35 / 7.61" homo_energy_ev="-4.563 / -7.817" charge=0
Hg 11.886 11.466 12.184 0.8089
C 10.769 12.972 15.935 -0.8210
C 11.558 12.301 15.029 -0.3068
N 11.845 12.837 13.836 -0.1461
C 11.491 14.148 13.533 0.6123
C 10.559 14.808 14.401 1.2478
C 10.233 14.193 15.617 -0.9366
C 10.031 16.066 14.005 -0.9177
C 10.276 16.613 12.786 -1.0376
C 11.196 15.973 11.891 0.9089
C 11.482 16.434 10.606 -0.7704
C 12.393 15.784 9.822 -0.7162
C 13.108 14.671 10.366 -0.3855
N 12.845 14.236 11.587 -0.0677
C 11.872 14.790 12.332 -0.4605
H 10.518 12.435 16.859 0.3949
H 12.037 11.335 15.226 0.4126
H 9.504 14.671 16.298 0.3191
H 9.388 16.576 14.699 0.3995
H 9.705 17.450 12.399 0.3707
H 11.004 17.313 10.237 0.4519
H 12.634 16.196 8.839 0.4147
H 13.932 14.153 9.845 0.3754
C 10.396 7.394 13.724 -0.0213
C 8.925 7.353 14.087 -0.5998
C 8.849 8.601 15.029 -0.3432
O 10.122 8.901 15.530 -0.3557
C 11.002 7.832 15.091 -0.2581
H 10.668 8.156 12.980 -0.1417
H 10.727 6.426 13.340 0.3877
H 8.686 6.496 14.690 0.3329
H 8.232 7.394 13.236 0.2809
H 8.212 8.407 15.921 0.2553
H 8.411 9.526 14.553 0.1975
H 10.977 7.022 15.843 0.2803
H 12.034 8.256 15.039 0.0624
N 11.470 10.019 10.893 -0.8012
P 10.384 10.437 9.859 0.6712
C 8.937 11.302 10.494 0.7361
C 7.892 10.546 10.957 -0.5491
C 6.671 11.174 11.322 -0.7799
C 6.562 12.559 11.351 -0.6764
C 7.589 13.309 10.741 -0.7393
C 8.793 12.713 10.365 -0.2522
C 11.047 11.578 8.498 0.6391
C 12.402 11.694 8.419 -0.7684
C 12.981 12.427 7.379 -0.3909
C 12.214 12.990 6.379 -0.5811
C 10.827 12.836 6.462 -0.5384
C 10.247 12.116 7.486 -0.1018
C 9.866 8.954 8.993 0.5904
C 10.694 7.860 8.922 -0.6531
C 10.182 6.662 8.460 -0.6432
C 8.908 6.576 7.931 -0.5618
C 8.162 7.730 7.835 -0.9287
C 8.638 8.935 8.406 -0.1487
H 7.915 9.448 10.919 0.6341
H 5.878 10.515 11.712 0.3595
H 5.730 13.075 11.757 0.4852
H 7.491 14.376 10.719 0.4117
H 9.637 13.322 10.040 0.4949
H 13.100 11.218 9.109 0.4190
H 14.066 12.522 7.444 0.3719
H 12.657 13.650 5.613 0.3562
H 10.238 13.393 5.728 0.3604
H 9.153 11.907 7.494 0.2175
H 11.670 7.804 9.347 0.4750
H 10.749 5.757 8.539 0.4195
H 8.559 5.630 7.559 0.4268
H 7.273 7.678 7.260 0.4249
H 8.039 9.813 8.344 0.4344
S 14.689 10.623 13.154 -0.4037
C 15.079 11.392 14.593 0.3001
N 15.493 12.713 14.639 0.0551
C 16.163 13.242 15.732 -0.2941
C 16.311 12.458 16.825 -0.5175
C 15.668 11.206 16.938 -0.3109
C 15.071 10.655 15.812 -0.5193
H 15.437 13.281 13.775 0.2196
H 16.538 14.228 15.638 0.4374
H 16.806 12.886 17.724 0.2994
H 15.700 10.679 17.897 0.3924
H 14.621 9.696 15.785 0.4203
O 15.413 12.349 10.189 -0.5834
H 15.201 12.076 11.140 0.2276
H 16.296 12.011 9.970 0.2357

Entry 2:
9
Properties=species:S:1:pos:R:3:mulliken_charge:R:1 method="wB97M-V/def2-TZVPD" homo_lumo_gap_ev=9.75 homo_energy_ev=-9.950 smiles="N[P@@]1(=S)OC(=O)S1" charge=0
C 1.488 -1.055 0.442 0.7194
N -1.584 0.119 -0.137 -0.4521
O 2.223 -1.999 0.615 -0.4903
O 0.801 -0.269 1.146 -0.3584
P -0.079 0.777 -0.263 0.6143
S 0.108 2.636 0.210 -0.3167
S 1.226 -0.421 -1.382 -0.2385
H -1.876 -0.491 -0.891 0.2641
H -2.307 0.704 0.260 0.2582

Entry 3:
7
Properties=species:S:1:pos:R:3:mulliken_charge:R:1 method="wB97M-V/def2-TZVPD" homo_lumo_gap_ev=8.88 homo_energy_ev=-9.789 smiles=[O-][N+]#CI.N#CCl charge=0
C 0.792 1.385 0.572 0.4755
C -0.534 -0.768 0.177 -0.2944
N 1.142 1.182 1.650 -0.3488
N 0.039 -1.381 -0.633 0.5737
O 0.803 -1.959 -1.307 -0.5918
Cl 0.213 1.718 -0.851 -0.0866
I -2.456 -0.176 0.393 0.2725

Entry 4:
13
Properties=species:S:1:pos:R:3:mulliken_charge:R:1 method="wB97M-V/def2-TZVPD" homo_lumo_gap_ev=10.00 homo_energy_ev=-9.477 smiles="O=C1CNCO1.Cl" charge=0
C 1.022 1.423 -0.823 0.6485
C 0.890 1.201 0.694 -0.5395
C -0.069 -0.472 -0.411 -0.2346
N -0.215 0.357 0.768 -0.3114
O 1.473 2.356 -1.435 -0.5758
O 0.456 0.395 -1.436 -0.3323
Cl -2.630 -3.855 0.538 -0.2036
H 0.801 2.103 1.255 0.3558
H 1.839 0.652 0.795 0.2234
H 0.680 -1.171 -0.113 0.3137
H -0.942 -0.973 -0.815 0.1580
H -1.128 0.780 0.937 0.2956
H -2.178 -2.796 0.044 0.2022

Respective energy above the lowest of the compared OMol25 structures with the same formula, charge and spin values: 0.385, 0.465, 0.297, 0.812 eV.